[1]
Density functional theory data (ωB97M-V/def2-TZVPD) for a structure of composition C7H17AuN2S5Si.

XYZ file:
```
33
Properties=species:S:1:pos:R:3:lowdin_charge:R:1
Au 0.777 0.765 -1.097 0.29
S 2.800 -0.365 0.654 -0.22
S 4.175 0.333 -0.624 -0.30
S 3.796 -0.472 -2.590 -0.23
S 1.806 -0.382 -3.056 -0.12
S -1.287 -2.926 -0.739 0.46
C 0.342 -3.180 -0.760 -0.98
N 1.014 -3.675 0.323 -0.01
C 2.439 -3.705 0.058 -0.22
C 2.505 -3.451 -1.457 -0.20
N 1.142 -3.119 -1.838 -0.03
H 0.694 -3.371 1.229 0.11
H 2.845 -4.684 0.336 0.09
H 2.965 -2.921 0.617 0.01
H 2.826 -4.339 -2.018 0.10
H 3.175 -2.627 -1.704 0.00
H 1.064 -2.290 -2.463 -0.03
C -3.535 2.271 -0.124 -0.21
Si -1.836 2.380 0.769 0.43
C -1.918 1.051 2.148 -0.21
C -1.919 4.037 1.768 -0.22
C -0.375 2.436 -0.395 -0.46
H -4.374 2.388 0.559 0.00
H -3.630 1.304 -0.606 0.01
H -3.626 3.036 -0.890 0.01
H -2.725 1.242 2.857 0.01
H -0.987 1.019 2.705 0.01
H -2.079 0.067 1.720 0.01
H -2.783 4.108 2.426 0.00
H -1.938 4.892 1.097 0.00
H -1.024 4.133 2.376 0.01
H 0.371 3.109 0.035 -0.05
H -0.699 2.935 -1.314 -0.06
```

Calculated values
Spin multiplicity   1
Frontier orbital gap   0.1975 hartree
Net charge   -2

---

[2]
Density functional theory data (ωB97M-V/def2-TZVPD) for the molecule C5H6O2.

XYZ file:
```
13
Properties=species:S:1:pos:R:3:lowdin_charge:R:1
C 2.005 0.542 0.309 -0.04
C -1.387 -0.324 -0.277 -0.50
C 0.590 0.226 0.025 -0.22
C -0.296 -0.834 0.685 -0.07
C -0.343 0.653 -0.829 0.09
O -0.888 -1.608 -0.387 0.04
O -2.694 -0.084 -0.058 0.09
H -3.230 -0.613 -0.665 0.12
H -0.490 -1.101 1.708 0.14
H -0.361 1.303 -1.682 0.10
H 2.364 1.328 -0.352 0.08
H 2.117 0.868 1.344 0.08
H 2.614 -0.354 0.180 0.09
```

Calculated values
Relative energy (zero: lowest compared OMol25 entry of this formula, charge and spin)   348.0 kJ/mol
Spin multiplicity   1
SMILES string   CC1=C[C@@]2(O)O[C@@H]12
Frontier orbital gap   0.3423 hartree

---

Number 1: HOMO -0.176 eV. Number 2: HOMO -8.462 eV.